No. 1
{"formula": "C4H10N2OS", "method": "wB97M-V/def2-TZVPD", "species": ["S", "O", "N", "N", "C", "C", "C", "C", "H", "H", "H", "H", "H", "H", "H", "H", "H", "H"], "positions_angstrom": [[-1.536, 2.563, 0.367], [-0.791, -0.135, 1.973], [1.465, -0.115, 1.973], [0.789, -0.666, -0.848], [-0.171, -1.569, -1.458], [-1.025, 1.088, -0.551], [0.308, 0.487, -0.091], [0.257, 0.063, 1.386], [-0.951, 1.384, -1.596], [1.043, 1.268, -0.206], [-1.038, -1.650, -0.819], [-1.799, 0.345, -0.444], [1.466, -0.502, 2.903], [-0.445, -1.291, -2.484], [2.282, -0.255, 1.404], [1.556, -0.446, -1.460], [0.325, -2.535, -1.597], [-1.734, 1.966, 1.546]], "lowdin_charge": [0.73, 0.03, 0.17, -0.08, -0.11, -0.53, -0.35, -0.52, 0.08, 0.13, 0.08, 0.06, 0.11, 0.08, 0.10, 0.11, 0.08, -0.14], "max_force_ha_per_bohr": 0.0201, "smiles": "CN[C@@H](CS)C(N)=O", "orbital_gap_ha": 0.3451, "lumo_energy_ev": 0.765}

=====

No. 2
{"formula": "C4H10N2OS", "method": "wB97M-V/def2-TZVPD", "species": ["S", "O", "N", "N", "C", "C", "C", "C", "H", "H", "H", "H", "H", "H", "H", "H", "H", "H"], "positions_angstrom": [[-2.677, 0.674, 1.770], [1.370, -0.202, 2.359], [0.528, -1.312, -1.996], [0.315, 0.640, -0.597], [1.093, -0.629, 1.285], [0.220, 0.157, -1.949], [-0.148, -0.130, 0.493], [-0.960, 0.929, 1.403], [0.969, 0.643, -2.570], [1.195, -1.548, -1.273], [1.808, -1.217, 0.711], [0.838, -1.589, -2.916], [1.042, 1.304, -0.344], [-0.780, 0.152, -2.389], [-1.070, 1.771, 0.683], [-0.344, 1.392, 2.185], [-0.820, -0.956, 0.288], [-2.577, -0.080, 2.857]], "lowdin_charge": [0.90, 0.15, 0.03, 0.09, -0.15, -0.19, -0.28, -0.49, 0.13, 0.05, 0.14, 0.09, 0.18, 0.14, 0.08, 0.10, 0.15, -0.10], "total_charge": 1, "max_force_ha_per_bohr": 0.0486, "spin_multiplicity": 2, "orbital_gap_ha": [0.3756, 0.1918], "lumo_energy_ev": [-3.742, -8.353]}

=====

Results for energy relative to the best compared isomer or geometry (same formula, charge and spin): 59.8; 186.1 (in kJ/mol, following the order of the records).